Run A
Here is the ion H2N3O2S with charge -1 from the OMol25 dataset. Energies are from ωB97M-V/def2-TZVPD.

Values from the calculation:
total charge	-1
molecular weight	108.102	g mol⁻¹
HOMO level (spin up / spin down)	-3.3 / -3.3	eV
frontier orbital gap (spin up / spin down)	7.26 / 7.25	eV
SMILES string	NN([O-])[N+]([O-])=S

XYZ file:
```
8
H2N3O2S ωB97M-V/def2-TZVPD
N 0.33836 0.07315 0.07784
N -0.03560 0.70672 1.25917
O 0.10045 2.00716 1.44729
N -0.67146 -0.01303 2.12969
O -1.21624 0.42661 3.13740
S -0.87058 -1.62463 1.83679
H -0.37163 0.26402 -0.77383
H 0.14603 -0.85508 0.33554
```

Run B
Here is a cluster of 3 separate species, H2N3O2S in total from the OMol25 dataset. Energies are from ωB97M-V/def2-TZVPD.

Values from the calculation:
total charge	-1
molecular weight	108.102	g mol⁻¹
HOMO level (spin up / spin down)	-2.7 / -2.7	eV
frontier orbital gap (spin up / spin down)	7.02 / 7.02	eV

XYZ file:
```
8
H2N3O2S ωB97M-V/def2-TZVPD
N 0.10383 -1.19254 -1.86620
N -0.81955 -0.74896 -1.41648
N -0.19044 0.79302 -0.00010
O 1.16489 1.00661 -0.31247
O -0.72175 1.86379 0.15761
S 0.04644 -0.62659 1.97890
H -1.09862 -1.27623 2.12385
H 1.51519 0.18089 -0.66512
```

Winner for stability: run B

Run A
Here is the ion H2N3O2S with charge -1 from the OMol25 dataset. Energies are from ωB97M-V/def2-TZVPD.

Values from the calculation:
total charge	-1
molecular weight	108.102	g mol⁻¹
HOMO level (spin up / spin down)	-2.8 / -2.8	eV
frontier orbital gap (spin up / spin down)	6.95 / 6.95	eV
SMILES string	[H]/N=[N+](\[O-])N(O)[S-]

XYZ file:
```
8
H2N3O2S ωB97M-V/def2-TZVPD
H -0.41844 1.97110 0.29190
N 0.42656 1.51561 -0.13610
N 0.37036 0.25025 -0.00267
O -0.75928 -0.57385 0.16074
N 1.54719 -0.40069 0.13546
O 1.52420 -1.79337 -0.17028
S 3.03509 0.30819 0.01535
H 0.65853 -2.09056 -0.00861
```

Run B
Here is a cluster of 2 separate species, H2N3O2S in total from the OMol25 dataset. Energies are from ωB97M-V/def2-TZVPD.

Values from the calculation:
total charge	-1
molecular weight	108.102	g mol⁻¹
HOMO level (spin up / spin down)	-4.3 / -3.5	eV
frontier orbital gap (spin up / spin down)	7.49 / 6.67	eV

XYZ file:
```
8
H2N3O2S ωB97M-V/def2-TZVPD
N 0.33242 -0.19406 -0.48992
N -2.14683 -0.93040 0.57141
N -3.02181 -0.07608 -0.03955
O -2.32594 -2.13135 0.35389
O -4.03562 -0.47530 -0.63388
S -2.74296 1.50964 0.30198
H 0.60693 -0.50418 0.43987
H -0.09570 0.72175 -0.36148
```

Winner for stability: run A

Run A
Here is a cluster of 2 separate species, CH6S3 in total from the OMol25 dataset. Energies are from ωB97M-V/def2-TZVPD.

Values from the calculation:
molecular weight	114.260	g mol⁻¹
HOMO level	-9.0	eV
frontier orbital gap	9.22	eV
SMILES string	CS.SS

XYZ file:
```
10
CH6S3 ωB97M-V/def2-TZVPD
C -0.77294 -1.09811 0.14803
S -2.12244 -2.35631 0.53910
H -0.71655 -0.53303 1.07105
H -1.11094 -0.52989 -0.70575
H 0.07837 -1.75081 0.02583
H -2.00728 -3.05234 -0.57048
S 2.22293 1.60675 -0.79583
S 0.67111 2.79503 -0.09053
H 3.10904 2.55980 -0.81147
H 0.64870 2.35892 1.19005
```

Run B
Here is a cluster of 2 separate species, CH6S3 in total from the OMol25 dataset. Energies are from ωB97M-V/def2-TZVPD.

Values from the calculation:
molecular weight	114.260	g mol⁻¹
HOMO level	-9.1	eV
frontier orbital gap	9.47	eV
SMILES string	CS.SS

XYZ file:
```
10
CH6S3 ωB97M-V/def2-TZVPD
C -1.06817 -1.06235 2.50300
S -1.95068 -2.18853 3.63635
H -0.55331 -1.63045 1.74286
H -1.83045 -0.44373 2.02138
H -0.39194 -0.41706 3.04888
H -1.17127 -2.01452 4.71488
S 2.07445 1.64931 -2.12639
S 0.28239 1.15123 -2.93197
H 2.73905 0.50676 -2.34428
H -0.36614 0.71447 -1.83828
```

Run C
Here is a cluster of 2 separate species, CH6S3 in total from the OMol25 dataset. Energies are from ωB97M-V/def2-TZVPD.

Values from the calculation:
molecular weight	114.260	g mol⁻¹
HOMO level	-8.3	eV
frontier orbital gap	8.65	eV
SMILES string	CSS.S

XYZ file:
```
10
CH6S3 ωB97M-V/def2-TZVPD
C 1.66227 -0.35016 -0.85534
S 1.49571 0.26226 0.81322
S 0.86542 -1.57480 1.62500
H 2.12074 0.38528 -1.51472
H 2.38640 -1.12549 -0.72789
H 0.82010 -0.76167 -1.41084
H 0.54535 -0.96650 2.77217
S -2.97329 1.33704 -1.82392
H -3.09697 2.32357 -0.93602
H -1.63924 1.31755 -1.84605
```

Winner for stability: run B

Run A
Here is a structure of composition KO8S2 from the OMol25 dataset. Energies are from ωB97M-V/def2-TZVPD.

Values from the calculation:
total charge	-3
molecular weight	231.224	g mol⁻¹
HOMO level	2.6	eV
frontier orbital gap	3.11	eV

XYZ file:
```
11
KO8S2 ωB97M-V/def2-TZVPD
K -1.74962 0.12278 -1.52169
S -1.39943 -2.18081 0.91748
O -0.39334 -2.35677 1.97360
O -2.15505 -0.88783 1.06176
O -0.77691 -2.21694 -0.44527
O -2.39984 -3.30035 0.98419
S 1.79711 2.13409 -0.59469
O 2.48923 2.39268 -1.89217
O 2.01418 3.30597 0.31757
O 0.30466 2.08487 -0.85114
O 2.26900 0.90231 0.05034
```

Run B
Here is a structure of composition KO8S2 from the OMol25 dataset. Energies are from ωB97M-V/def2-TZVPD.

Values from the calculation:
total charge	-3
molecular weight	231.224	g mol⁻¹
HOMO level	3.0	eV
frontier orbital gap	2.60	eV

XYZ file:
```
11
KO8S2 ωB97M-V/def2-TZVPD
K -0.38953 -0.40734 -2.38201
S 2.24192 -1.19604 -0.42254
O 2.49989 -1.02227 1.00532
O 1.08277 -2.10812 -0.68847
O 2.00522 0.10335 -1.08797
O 3.43309 -1.79823 -1.06514
S -2.14222 1.32693 0.92658
O -2.67535 2.63835 0.52877
O -3.06145 0.71200 1.90379
O -2.21395 0.37919 -0.22853
O -0.78040 1.37217 1.51021
```

Winner for stability: run A